Computed, not measured: a 2-piece molecular cluster, CBrF2NO2 overall in a non-equilibrium geometry, with the ωB97M-V functional and the def2-TZVPD basis.

Geometry (Å):
C 0.06 0.02 -0.61
N 0.96 -0.07 0.57
O 0.93 0.94 1.23
O 1.59 -1.07 0.66
F -0.36 -0.96 -1.40
F -0.08 1.14 -1.26
Br -3.10 0.00 0.82

Computed properties:
lowest unoccupied orbital energy (alpha / beta) = 0.06 / -4.02 eV
multiplicity = 3
ΔE to the lowest compared entry with this formula, charge and spin = 30.16 kJ/mol
HOMO-LUMO gap (alpha / beta) = 0.3544 / 0.2700 hartree

natural (NBO) population analysis, charges in e, atoms 1 to 4: 0.77 0.46 -0.35 -0.33